ORCA calculation (wB97M-V/def2-TZVPD) on a single C14H28BN3O4 molecule at a distorted geometry.

Element x y z (Å)
O  -2.240  -0.258  3.049
O  -2.411  4.539  3.330
O  -0.944  4.559  1.473
O  -1.032  -2.181  2.963
B  -1.552  3.909  2.510
C  -1.393  -0.956  2.539
N  -0.308  -0.395  -2.284
N  1.285  -1.517  0.124
N  -1.705  0.150  0.321
C  -1.278  2.342  2.834
C  -0.942  -1.459  -3.122
C  1.638  -1.680  -1.372
C  -0.182  -1.832  -4.398
C  1.390  -1.861  -4.296
C  1.775  -0.596  -3.576
C  0.096  2.148  3.403
C  1.195  -0.528  -2.188
C  1.800  -0.490  0.976
C  0.777  0.837  2.964
C  -0.094  -1.783  0.683
C  0.588  0.332  1.531
C  -0.735  -0.466  1.289
H  -2.574  5.495  3.095
H  -0.701  4.314  0.528
H  -1.510  -2.321  3.800
H  -0.402  0.552  -2.701
H  -1.269  0.172  -0.626
H  -2.581  -0.357  0.328
H  -1.494  1.833  1.908
H  -2.099  2.030  3.478
H  -2.008  -1.275  -3.360
H  -0.986  -2.280  -2.473
H  1.211  -2.583  -1.732
H  2.719  -1.738  -1.339
H  -0.500  -2.822  -4.697
H  -0.592  -1.145  -5.174
H  1.762  -1.945  -5.289
H  1.770  -2.787  -3.843
H  1.420  0.354  -4.109
H  2.809  -0.491  -3.524
H  0.213  2.248  4.509
H  0.680  3.003  3.027
H  1.593  0.433  -1.736
H  2.573  0.190  0.583
H  2.280  -1.046  1.797
H  0.377  0.017  3.564
H  1.846  0.896  3.169
H  0.092  -2.596  1.319
H  -0.759  -2.117  -0.089
H  0.403  1.155  0.834

Properties
Maximum force, eV/A: 4.232
E, Eh: -1040.365272
Relative energy (zero: lowest compared OMol25 entry of this formula, charge and spin), eV: 2.2159
HOMO energy, eV: -7.63
SMILES: N[C@@]1(C(=O)O)CN(C[C@H]2CCCCN2)C[C@@H]1CCCB(O)O
Gap between HOMO and LUMO, eV: 8.09

***

ORCA calculation (wB97M-V/def2-TZVPD) on a 7-piece molecular cluster, C14H28Br14 overall at a distorted geometry.

Element x y z (Å)
Br  -19.221  -6.069  12.209
C  -18.520  -4.836  10.834
C  -19.350  -3.590  10.844
Br  -18.650  -2.443  9.425
H  -18.504  -5.436  9.929
H  -17.469  -4.693  11.073
H  -19.191  -2.960  11.712
H  -20.419  -3.730  10.733
Br  -17.455  -3.594  17.453
C  -18.966  -2.799  16.490
C  -19.417  -3.768  15.389
Br  -20.825  -2.878  14.355
H  -18.628  -1.883  16.009
H  -19.738  -2.534  17.204
H  -19.701  -4.679  15.915
H  -18.624  -4.047  14.704
Br  -18.717  -9.579  11.295
C  -17.030  -8.741  10.838
C  -15.967  -9.736  10.418
Br  -14.399  -8.764  9.724
H  -16.654  -8.202  11.708
H  -17.249  -7.979  10.097
H  -16.343  -10.367  9.614
H  -15.663  -10.408  11.214
Br  -17.846  -7.066  15.315
C  -16.189  -6.585  14.333
C  -15.217  -5.853  15.228
Br  -13.757  -5.296  14.030
H  -16.540  -5.961  13.513
H  -15.769  -7.472  13.864
H  -14.814  -6.436  16.045
H  -15.722  -4.988  15.648
Br  -13.770  -6.198  21.781
C  -12.372  -6.240  20.384
C  -12.985  -6.304  18.985
Br  -14.108  -4.742  18.666
H  -11.557  -6.899  20.667
H  -11.943  -5.241  20.488
H  -13.606  -7.191  18.892
H  -12.207  -6.266  18.228
Br  -18.939  -5.520  20.902
C  -17.406  -6.545  20.207
C  -17.788  -7.206  18.904
Br  -16.321  -8.377  18.282
H  -17.202  -7.260  20.998
H  -16.601  -5.819  20.157
H  -17.946  -6.432  18.161
H  -18.659  -7.827  19.087
Br  -11.042  -9.299  11.715
C  -12.334  -8.705  13.065
C  -12.697  -9.882  13.950
Br  -13.588  -9.328  15.576
H  -13.202  -8.286  12.566
H  -11.799  -7.945  13.623
H  -11.786  -10.397  14.251
H  -13.248  -10.642  13.400

Properties
Maximum force, eV/A: 1.926
E, Eh: -36586.451337
Relative energy (zero: lowest compared OMol25 entry of this formula, charge and spin), eV: 0.4977
HOMO energy, eV: -9.85
SMILES: BrCCBr.BrCCBr.BrCCBr.BrCCBr.BrCCBr.BrCCBr.BrCCBr
Gap between HOMO and LUMO, eV: 10.05

***

ORCA calculation (wB97M-V/def2-TZVPD) on a 7-piece molecular cluster, C14H28Br14 overall at a distorted geometry.

Element x y z (Å)
Br  0.345  5.631  4.010
C  0.342  3.670  4.082
C  0.327  3.223  2.617
Br  0.945  1.424  2.308
H  -0.462  3.445  4.783
H  1.217  3.428  4.685
H  0.976  3.855  2.011
H  -0.673  3.179  2.184
Br  4.672  2.937  -1.943
C  3.045  3.158  -3.040
C  2.758  4.624  -3.409
Br  0.917  4.905  -4.088
H  2.161  2.741  -2.558
H  3.110  2.441  -3.859
H  3.424  5.140  -4.102
H  2.836  5.084  -2.424
Br  0.564  0.609  -1.414
C  -0.758  -0.869  -1.201
C  -1.149  -0.796  0.345
Br  -2.339  0.760  0.747
H  -0.415  -1.854  -1.517
H  -1.698  -0.550  -1.651
H  -0.303  -0.658  1.019
H  -1.711  -1.699  0.583
Br  0.998  1.937  -6.086
C  -0.914  2.136  -5.648
C  -1.286  1.308  -4.417
Br  -1.278  -0.599  -5.054
H  -1.511  1.839  -6.510
H  -1.118  3.180  -5.410
H  -2.257  1.630  -4.041
H  -0.507  1.459  -3.670
Br  -1.388  -1.353  8.389
C  -1.081  -0.675  6.588
C  -1.584  -1.620  5.522
Br  -0.440  -1.568  3.838
H  0.002  -0.560  6.533
H  -1.526  0.311  6.454
H  -2.607  -1.356  5.255
H  -1.585  -2.638  5.912
Br  4.202  -0.325  1.986
C  3.139  -1.962  2.262
C  2.261  -2.064  0.990
Br  1.253  -3.772  0.948
H  2.427  -1.950  3.088
H  3.771  -2.834  2.429
H  2.870  -1.979  0.090
H  1.624  -1.183  0.917
Br  -3.105  -3.853  -0.498
C  -2.527  -5.343  -1.572
C  -2.822  -5.021  -3.041
Br  -1.837  -6.034  -4.395
H  -3.202  -6.167  -1.342
H  -1.540  -5.691  -1.266
H  -2.669  -3.957  -3.218
H  -3.895  -5.125  -3.202

Properties
Maximum force, eV/A: 3.242
E, Eh: -36586.394000
Relative energy (zero: lowest compared OMol25 entry of this formula, charge and spin), eV: 2.0579
HOMO energy, eV: -9.80
SMILES: BrCCBr.BrCCBr.BrCCBr.BrCCBr.BrCCBr.BrCCBr.BrCCBr
Gap between HOMO and LUMO, eV: 9.93

***

ORCA calculation (wB97M-V/def2-TZVPD) on a 2-piece molecular cluster, C14H28Br2NO3P2 overall at a distorted geometry.

Element x y z (Å)
C  -1.055  1.064  2.755
C  -1.320  -0.371  2.387
O  -0.472  -1.248  2.499
O  -2.573  -0.631  1.895
C  -2.533  -0.977  0.502
C  -2.794  0.227  -0.382
C  -3.118  -0.205  -1.797
C  -1.968  -0.915  -2.564
C  -0.535  -0.455  -2.219
P  0.550  -1.655  -1.357
C  0.084  -3.386  -1.611
C  -0.572  -3.992  -0.366
C  0.457  -4.620  0.575
Br  -1.879  -5.331  -0.904
P  2.669  -1.536  -2.072
O  2.992  0.036  -1.914
Br  2.262  -1.769  -4.225
H  -0.475  1.105  3.668
H  -0.511  1.559  1.958
H  -1.998  1.574  2.917
H  -3.258  -1.761  0.319
H  -1.520  -1.322  0.317
H  -3.662  0.736  0.031
H  -1.975  0.939  -0.309
H  -3.524  0.605  -2.392
H  -3.926  -0.929  -1.717
H  -2.108  -0.697  -3.617
H  -2.104  -1.987  -2.465
H  -0.505  0.484  -1.677
H  -0.005  -0.280  -3.153
H  0.609  -1.390  0.020
H  1.016  -3.926  -1.781
H  -0.502  -3.497  -2.515
H  -1.141  -3.267  0.198
H  1.408  -4.096  0.509
H  0.125  -4.564  1.604
H  0.592  -5.663  0.317
H  3.286  0.216  -1.006
C  2.772  5.051  2.661
C  2.349  5.073  1.197
C  1.953  3.687  0.671
C  3.073  2.748  0.761
N  3.955  2.020  0.866
H  3.659  4.433  2.811
H  3.014  6.056  3.002
H  1.974  4.663  3.297
H  3.160  5.472  0.588
H  1.498  5.743  1.073
H  1.642  3.749  -0.373
H  1.120  3.286  1.250

Properties
Maximum force, eV/A: 1.865
E, Eh: -6661.243984
Charge: +1
HOMO energy, eV: -13.06
Gap between HOMO and LUMO, eV: 9.66

***

ORCA calculation (wB97M-V/def2-TZVPD) on C14H28BrF5O9SSi2 as an isolated structure.

Element x y z (Å)
O  -0.198  -3.660  -4.472
S  0.105  -2.352  -5.003
O  -0.934  -1.440  -5.414
C  1.233  -1.534  -3.900
Si  0.835  0.268  -3.494
O  0.234  0.440  -1.983
Si  -1.261  -0.148  -1.504
C  -2.595  1.165  -1.577
C  -2.328  2.399  -2.464
C  -2.825  2.305  -3.907
Br  -4.699  1.820  -4.061
C  2.528  1.213  -3.581
F  3.592  0.329  -3.617
F  2.553  1.930  -4.764
C  2.817  2.211  -2.445
F  3.064  1.548  -1.312
F  1.754  3.005  -2.240
F  3.860  2.988  -2.721
H  0.910  -2.515  -6.080
H  1.293  -2.144  -2.989
H  2.223  -1.575  -4.377
H  -0.055  0.849  -4.504
H  -1.630  -1.313  -2.340
H  -1.123  -0.630  -0.115
H  -3.524  0.663  -1.870
H  -2.748  1.493  -0.538
H  -2.759  3.296  -2.001
H  -1.241  2.568  -2.532
H  -2.743  3.279  -4.400
H  -2.266  1.574  -4.500
C  -6.630  -1.208  4.299
C  -5.327  -1.952  4.110
O  -4.511  -1.351  3.089
C  -3.838  -0.266  3.463
O  -3.828  0.225  4.561
O  -3.180  0.200  2.399
C  -2.450  1.405  2.641
H  -7.169  -1.138  3.354
H  -7.257  -1.739  5.016
H  -6.455  -0.202  4.676
H  -5.505  -2.963  3.750
H  -4.757  -2.007  5.037
H  -1.785  1.294  3.495
H  -3.134  2.234  2.814
H  -1.868  1.586  1.742
C  4.331  -0.897  0.405
C  4.861  0.270  1.209
O  4.452  0.200  2.586
C  5.147  -0.647  3.344
O  6.062  -1.339  2.981
O  4.591  -0.669  4.555
C  5.195  -1.593  5.465
H  3.245  -0.959  0.496
H  4.587  -0.768  -0.647
H  4.761  -1.835  0.752
H  4.446  1.209  0.853
H  5.948  0.328  1.160
H  6.264  -1.410  5.547
H  5.025  -2.616  5.136
H  4.710  -1.423  6.422

Properties
Maximum force, eV/A: 0.740
E, Eh: -5278.027045
HOMO energy, eV: -10.21
Gap between HOMO and LUMO, eV: 10.39

***

ORCA calculation (wB97M-V/def2-TZVPD) on C14H28Cl12NO2Pd as an isolated structure at a distorted geometry.

Element x y z (Å)
Pd  -1.279  -1.314  2.947
C  -0.617  1.008  -0.802
C  -1.442  0.136  0.111
O  -1.012  0.182  1.426
H  -0.632  2.053  -0.477
H  -0.838  0.979  -1.868
H  0.431  0.689  -0.775
H  -1.379  -0.916  -0.210
H  -2.507  0.424  0.120
Cl  7.340  2.768  -2.440
C  5.904  2.470  -1.483
C  4.699  3.167  -2.058
Cl  4.203  2.531  -3.655
H  6.005  2.758  -0.436
H  5.717  1.395  -1.434
H  4.759  4.250  -2.099
H  3.834  2.966  -1.419
Cl  3.074  2.553  1.410
C  2.293  1.058  1.942
C  3.287  -0.016  2.389
Cl  4.086  0.462  3.895
H  1.773  0.645  1.074
H  1.597  1.245  2.755
H  4.077  -0.207  1.668
H  2.693  -0.929  2.492
Cl  -4.215  -0.563  -1.819
C  -5.214  0.855  -1.462
C  -4.771  1.469  -0.158
Cl  -5.845  2.800  0.350
H  -6.273  0.662  -1.611
H  -5.022  1.604  -2.240
H  -3.795  1.933  -0.276
H  -4.766  0.759  0.665
Cl  -1.019  3.104  4.082
C  -0.576  3.588  2.400
C  -1.788  3.513  1.508
Cl  -2.985  4.751  1.876
H  0.269  2.967  2.118
H  -0.215  4.610  2.497
H  -2.230  2.518  1.550
H  -1.476  3.673  0.472
C  -2.530  -3.742  0.942
O  -2.037  -2.765  1.498
N  -1.837  -4.599  0.212
C  -2.541  -5.606  -0.559
C  -0.404  -4.438  -0.038
H  -3.586  -4.015  0.982
H  -3.446  -5.923  -0.029
H  -2.028  -6.561  -0.660
H  -2.816  -5.181  -1.522
H  0.052  -5.424  -0.115
H  -0.243  -3.866  -0.951
H  0.081  -3.997  0.828
C  3.051  -2.502  -2.709
Cl  3.776  -3.708  -3.759
Cl  1.275  -2.691  -2.804
Cl  3.618  -2.715  -1.064
Cl  3.468  -0.869  -3.277

Properties
Maximum force, eV/A: 1.704
E, Eh: -6405.293942
Charge: +1
HOMO energy (spin up / spin down), eV: -12.37 / -12.37
2S+1: 3
Gap between HOMO and LUMO (spin up / spin down), eV: 8.09 / 6.03